C18H18ErNO3 | the ωB97M-V functional and the def2-TZVPD basis

Geometry as ORCA input:
```
! RIJCOSX wB97M-V def2-TZVPD def2/J DEFGRID3
* xyz 0 4
C -3.6900 1.6650 -1.1512
C -2.8483 2.6892 -0.5638
C -1.5137 2.5196 -1.0940
H -3.1467 3.4163 0.1956
C -1.5429 1.3730 -1.9914
C -2.8896 0.8373 -2.0118
H -3.2754 -0.0171 -2.5765
H -4.7571 1.4969 -1.0333
H -0.6365 3.0797 -0.7606
H -0.6758 0.9277 -2.4840
C -2.2774 -0.0987 2.6326
C -3.5853 0.2808 2.1692
C -4.0104 -0.6453 1.1360
H -4.1279 1.1177 2.5980
C -2.9711 -1.6219 0.9719
C -1.9027 -1.3034 1.9085
H -0.9110 -1.7679 1.9315
H -1.6853 0.4842 3.3437
H -4.9665 -0.5981 0.6045
H -3.0001 -2.4329 0.2417
Er -1.9119 0.5382 0.2813
O 1.7336 -0.1310 -0.1583
C 2.5578 1.0296 -0.0997
C 2.8917 -0.0949 -1.0369
H 2.1264 1.9135 -0.5691
H 3.1927 1.1628 0.7864
H 2.7085 0.0450 -2.1009
H 4.9670 -0.7184 -2.6770
C 5.0633 -1.2239 -1.7053
C 4.0548 -1.0165 -0.7291
C 4.1640 -1.6436 0.5266
H 3.3740 -1.5048 1.2790
C 5.2523 -2.4832 0.7945
H 5.3195 -2.9848 1.7652
C 6.2547 -2.6893 -0.1723
H 7.1061 -3.3401 0.0407
C 6.1606 -2.0583 -1.4220
H 6.9286 -2.2049 -2.1924
O -6.8782 1.6518 1.2178
N -5.9143 2.4210 1.1519
O -4.7375 1.9299 0.9529
*
```

Computed properties:
orbital gap (alpha / beta)	5.64 / 5.71	eV
energy above the lowest of the compared OMol25 structures with the same formula, charge and spin	0.6536	eV
E_LUMO (alpha / beta)	-0.9 / -0.8	eV

C18H18F7N4OS2Sn | the ωB97M-V functional and the def2-TZVPD basis

Geometry as ORCA input:
```
! RIJCOSX wB97M-V def2-TZVPD def2/J DEFGRID3
* xyz 1 1
Sn 0.0335 -1.2690 -0.7065
C 0.5616 -0.4357 4.0567
C 0.5774 -0.4387 2.5267
N -0.6940 -0.7962 1.8762
C -1.1968 -2.1746 2.0358
C -2.0448 -2.4246 3.2838
C -1.6909 0.2507 1.8738
C -1.3924 1.3711 0.8564
N -1.4405 0.8314 -0.4604
C -2.2687 1.2851 -1.4123
C -2.6119 0.4290 -2.4988
F -2.1792 -0.8282 -2.4808
C -3.4074 0.8294 -3.5351
F -3.7108 -0.0360 -4.4896
C -3.8983 2.1262 -3.5926
C -3.5641 3.0030 -2.5758
F -3.9864 4.2582 -2.6208
C -2.7918 2.6091 -1.5088
F -2.4599 3.5278 -0.6183
H 1.5274 -0.0748 4.4180
H -0.2147 0.2231 4.4555
H 0.4190 -1.4404 4.4515
H 0.8530 0.5616 2.1815
H 1.3393 -1.1304 2.1955
H -1.8082 -2.4228 1.1630
H -0.3351 -2.8373 2.0425
H -2.9391 -1.7988 3.2918
H -2.3674 -3.4671 3.2840
H -1.4856 -2.2443 4.1994
H -2.6755 -0.1632 1.6653
H -1.7306 0.7666 2.8393
H -2.0845 2.1835 1.0496
H -0.3762 1.7167 1.0685
H -4.5181 2.4477 -4.4210
F 3.8322 -1.6657 -3.9264
C 4.3685 -0.5111 -3.5244
F 4.4350 0.3108 -4.5839
F 5.6309 -0.7572 -3.1224
C 3.6067 0.1304 -2.3872
C 4.2836 1.0762 -1.6313
C 3.6929 1.6385 -0.5083
C 2.4498 1.1795 -0.1432
N 1.7730 0.2947 -0.8811
C 2.2941 -0.2031 -2.0303
S 1.1990 -1.1660 -2.9748
H 5.2862 1.3631 -1.9240
H 4.2036 2.3854 0.0822
H 1.9623 1.5305 0.7589
O 2.0484 -3.5120 2.2442
S 2.1400 -3.6860 0.8012
N 1.3555 -2.8460 -0.1430
*
```

Computed properties:
orbital gap (alpha / beta)	6.37 / 5.58	eV
energy above the lowest of the compared OMol25 structures with the same formula, charge and spin	2.7015	eV
E_LUMO (alpha / beta)	-5.6 / -5.7	eV

Q: Which of these has the highest energy above the lowest of the compared OMol25 structures with the same formula, charge and spin?
A: C18H18F7N4OS2Sn